Entry from the Open Molecules 2025 dataset: a molecular structure, C19H21BFeO7 (the ωB97M-V functional and the def2-TZVPD basis).

The geometry in XYZ format:
```
49
Properties=species:S:1:pos:R:3:forces:R:3
O -4.071 -0.092 -5.403 0.65 -3.11 3.81
C -3.892 -0.842 -4.525 -0.55 6.36 -5.99
Fe -3.702 -2.220 -3.446 2.77 -0.27 3.29
C -5.435 -2.425 -3.160 -8.42 -0.36 -0.32
O -6.577 -2.404 -3.400 4.64 -0.22 1.23
C -3.398 -3.442 -4.683 1.03 -5.35 -6.34
O -3.380 -4.100 -5.643 -0.03 2.56 3.91
C -0.050 -0.699 -0.372 -2.12 0.30 -1.95
C -1.368 -0.619 -1.244 0.57 1.25 -0.12
C -2.297 -1.768 -1.295 -0.10 -1.40 0.76
C -2.170 -2.780 -0.382 -0.96 0.50 -1.99
C -1.150 -2.699 0.630 1.60 1.34 0.83
C -0.244 -1.663 0.714 -0.72 -1.60 1.05
H 0.853 -0.957 -0.951 -0.22 0.26 0.09
H -1.935 0.227 -0.813 -0.01 -0.21 -0.14
H -1.087 -0.282 -2.246 -0.08 -0.07 -0.07
H -3.256 -1.569 -1.869 0.65 -0.03 1.23
H -2.833 -3.658 -0.418 0.21 0.56 0.25
H -1.131 -3.472 1.400 -0.02 0.28 -0.23
H 0.449 -1.648 1.561 -0.30 -0.01 -0.29
C 3.447 -2.030 4.170 -0.10 -0.13 0.86
C 3.519 -1.269 2.938 -1.34 0.39 -0.36
C 4.562 -1.039 2.068 0.52 1.28 -1.89
C 4.067 -0.142 1.087 1.38 -1.45 0.40
C 2.734 0.130 1.382 0.17 1.55 2.19
B 1.850 1.545 1.098 0.47 -0.58 1.88
O 0.573 1.277 1.786 -0.02 0.58 -1.37
C -0.416 2.254 1.415 -0.48 -0.20 0.77
C 0.111 2.954 0.134 -0.26 -1.10 1.05
C -0.817 3.876 -0.628 -0.11 0.09 -0.11
C 0.590 1.772 -0.735 4.99 3.28 -0.11
O 1.834 1.413 -0.437 -3.73 0.42 -1.24
C 1.321 3.752 0.780 1.01 0.20 -0.35
O 2.307 2.893 1.382 -0.52 -0.92 -0.74
O 2.402 -0.606 2.503 0.40 -0.20 0.06
H 4.355 -1.866 4.762 -0.06 -0.05 -0.16
H 2.589 -1.730 4.776 0.05 -0.10 -0.20
H 3.397 -3.110 3.979 -0.04 0.13 -0.10
H 5.572 -1.428 2.157 -0.27 0.12 0.02
H 4.619 0.292 0.264 -0.05 -0.04 0.12
H -1.391 1.753 1.273 0.33 0.08 0.00
H -0.535 3.017 2.214 -0.02 -0.47 -0.41
H -0.336 4.242 -1.549 -0.07 -0.08 0.30
H -1.750 3.378 -0.918 0.09 0.16 0.19
H -1.033 4.753 -0.005 -0.15 -0.21 -0.19
H 0.032 0.436 -0.171 -0.21 -1.92 0.89
H 0.324 1.766 -1.794 -0.29 -0.75 0.08
H 1.807 4.403 0.039 -0.03 -0.31 -0.06
H 0.937 4.426 1.574 -0.21 -0.50 -0.51
```
Positions in Å, forces in eV/Å.

* charge: +2
* energy relative to the best compared isomer or geometry (same formula, charge and spin): 23.5 kJ/mol
* calculated total energy: -69418.2814 eV
* molar mass: 428.027 g mol⁻¹
* 2S+1: 5
* frontier orbital gap (alpha / beta): 7.430 / 5.798 eV
* HOMO level (alpha / beta): -14.583 / -14.607 eV